Formula: C7H8O
Source: the OMol25 dataset
Level of theory: ωB97M-V/def2-TZVPD

Output
**SMILES**: O=C1C=C[C@@H]2CC[C@@H]12
**Total energy**: -346.56500 Ha
**LUMO level**: 0.07 eV
**Relative energy (zero: lowest compared OMol25 entry of this formula, charge and spin)**: 132.1 kcal/mol
**Molar mass**: 108.140 g mol⁻¹
**Charge**: 0

Last column: Löwdin charge in e.
Positions of all 16 atoms, in Å:
O -2.24 -1.44 -1.06  0.142
C -1.16 -1.16 -0.69  -0.381
C -0.10 -2.11 -0.10  -0.017
C 0.92 -1.57 0.53  0.011
C 0.73 -0.10 0.13  -0.255
C 0.73 1.46 0.59  -0.156
C -0.44 1.53 -0.46  -0.219
C -0.79 0.10 -0.09  -0.250
H 0.02 -3.10 -0.23  0.070
H 1.86 -2.00 0.90  0.120
H 1.20 0.02 -0.86  0.138
H 1.63 2.22 0.55  0.122
H 0.13 1.55 1.69  0.144
H 0.26 1.78 -1.35  0.117
H -1.24 2.55 -0.53  0.172
H -1.52 0.28 0.98  0.242



Formula: C3H8N2O
Source: the OMol25 dataset
Level of theory: ωB97M-V/def2-TZVPD

Output
**SMILES**: [H]/N=N\[H].C/C=C/O
**Total energy**: -303.72816 Ha
**LUMO level**: 0.92 eV
**Relative energy (zero: lowest compared OMol25 entry of this formula, charge and spin)**: 102.9 kcal/mol
**Molar mass**: 88.110 g mol⁻¹
**Charge**: 0

Last column: Löwdin charge in e.
Positions of all 14 atoms, in Å:
H 1.52 -2.14 -0.02  0.063
N 1.79 -1.39 0.66  -0.023
N 1.11 -1.30 1.64  -0.054
H 0.34 -1.97 1.87  0.070
C -1.09 -0.64 -0.17  -0.141
C -0.31 0.48 -0.72  -0.188
C 0.05 1.59 -0.07  -0.162
O 0.41 2.86 -0.61  -0.024
H -1.20 -0.48 0.83  0.025
H -2.07 -0.62 -0.69  0.093
H -0.62 -1.64 -0.40  0.071
H -0.15 0.53 -1.82  0.111
H 0.17 1.62 0.94  0.085
H 0.04 3.10 -1.45  0.076



Formula: C20H38CuIN14Se
Source: the OMol25 dataset
Level of theory: ωB97M-V/def2-TZVPD

Output
**2S+1**: 2
**Total energy**: -5890.92304 Ha
**LUMO level (spin up / spin down)**: -2.24 / -2.76 eV
**Molar mass**: 744.032 g mol⁻¹
**Charge**: +1

Last column: Löwdin spin population.
Positions of all 75 atoms, in Å:
Cu -0.60 0.39 -0.28  0.732
C -1.01 -0.53 4.37  0.000
N -2.22 -0.66 3.57  0.002
C -3.33 -1.42 4.14  0.000
C -2.12 -0.47 2.22  0.005
N -1.02 -0.26 1.59  0.050
N -3.33 -0.47 1.55  0.000
C -3.54 -0.26 0.20  0.007
N -4.85 -0.08 -0.13  0.003
N -2.58 -0.31 -0.64  0.049
H -1.29 -0.44 5.41  0.000
H -0.47 0.37 4.09  0.000
H -0.34 -1.39 4.26  0.000
H -3.11 -1.62 5.18  0.000
H -3.46 -2.37 3.62  0.000
H -4.27 -0.86 4.11  0.000
H -0.18 -0.35 2.15  0.000
H -4.15 -0.47 2.13  0.000
H -5.56 0.08 0.56  0.001
H -5.07 0.19 -1.07  0.000
H -2.83 -0.11 -1.61  0.000
C -0.77 -3.17 -0.05  -0.001
N 0.66 -3.23 -0.22  0.000
C 1.23 -4.53 -0.53  0.000
C 2.66 -4.19 -0.90  0.000
N 2.63 -2.76 -1.14  0.000
C 3.91 -2.14 -1.41  0.000
C 1.47 -2.19 -0.65  0.000
N 1.13 -0.95 -0.56  0.001
C 2.01 0.14 -0.97  0.000
C 2.11 1.19 0.12  0.002
N 0.81 1.77 0.42  0.059
C 0.73 3.00 0.83  0.006
N 1.80 3.81 1.15  0.002
C 2.91 3.38 1.98  0.000
C 1.31 5.15 1.49  0.001
C -0.14 5.13 1.05  0.000
N -0.43 3.71 0.98  0.000
C -1.74 3.33 0.51  -0.001
H -1.04 -3.39 0.99  0.000
H -1.26 -3.91 -0.69  0.000
H -1.13 -2.18 -0.30  -0.001
H 0.69 -4.99 -1.37  0.000
H 1.15 -5.20 0.32  0.000
H 2.99 -4.72 -1.79  0.000
H 3.35 -4.43 -0.08  0.000
H 4.60 -2.93 -1.69  0.000
H 4.33 -1.63 -0.53  0.000
H 3.85 -1.45 -2.25  0.000
H 1.60 0.58 -1.88  0.000
H 3.03 -0.17 -1.19  0.000
H 2.80 1.96 -0.24  0.001
H 2.53 0.72 1.02  0.000
H 2.57 3.06 2.97  0.000
H 3.58 4.23 2.11  0.000
H 3.49 2.58 1.53  0.000
H 1.90 5.90 0.97  0.000
H 1.40 5.32 2.57  0.000
H -0.26 5.59 0.06  0.000
H -0.81 5.62 1.75  0.000
H -2.48 3.77 1.18  0.000
H -1.84 2.25 0.51  -0.001
H -1.92 3.70 -0.51  0.000
I -0.04 -1.03 -7.77  0.000
C 0.05 -1.34 -5.72  0.000
C -0.38 -2.45 -5.02  0.000
N -0.12 -2.18 -3.72  0.000
N 0.45 -0.98 -3.54  0.000
C 0.56 -0.46 -4.74  0.000
H -0.83 -3.37 -5.35  0.000
H -0.32 -2.75 -2.92  0.000
H 0.99 0.52 -4.89  0.000
Se 0.60 3.67 -3.01  0.031
C -0.25 2.30 -2.37  0.020
N -0.85 1.39 -1.93  0.033



Formula: C20H12N3O6SSbSe4Ta
Source: the OMol25 dataset
Level of theory: ωB97M-V/def2-TZVPD

Output
**Total energy**: -11686.44471 Ha
**LUMO level**: 0.75 eV
**Relative energy (zero: lowest compared OMol25 entry of this formula, charge and spin)**: 14.9 kcal/mol
**Molar mass**: 1040.946 g mol⁻¹
**Charge**: -1

Last column: Löwdin charge in e.
Positions of all 48 atoms, in Å:
Ta -0.12 0.03 -1.13  1.241
O -1.92 -0.84 -1.95  -0.123
C -1.56 -1.94 -1.39  -0.642
O -1.07 -1.88 -0.24  -0.039
C -1.35 -3.12 -2.26  -0.171
C -2.12 -4.26 -2.34  -0.028
C -1.73 -5.28 -3.21  -0.094
C -0.57 -5.13 -3.96  -0.089
C 0.20 -3.99 -3.86  -0.102
C -0.18 -2.95 -3.01  -0.537
S 0.80 -1.47 -2.91  0.636
H -3.02 -4.36 -1.75  0.115
H -2.33 -6.18 -3.29  0.097
H -0.26 -5.93 -4.62  0.100
H 1.11 -3.88 -4.44  0.104
O -0.55 0.76 0.90  -0.120
C -1.46 1.54 0.47  -0.574
O -1.70 1.52 -0.77  -0.117
C -2.18 2.46 1.37  -0.101
C -3.04 3.41 0.83  0.016
C -3.72 4.29 1.66  -0.041
C -3.54 4.22 3.03  0.009
C -2.69 3.26 3.55  -0.126
C -1.99 2.38 2.75  0.082
N -2.52 3.18 5.01  -0.353
O -3.03 4.05 5.68  0.072
O -1.95 2.20 5.45  0.091
H -3.17 3.44 -0.24  0.128
H -4.38 5.03 1.24  0.111
H -4.05 4.89 3.71  0.120
H -1.32 1.64 3.18  0.137
N 2.42 -0.54 4.81  0.158
C 2.54 -0.58 3.67  -0.177
C 2.69 -0.63 2.25  -0.189
C 3.93 -0.46 1.63  0.019
C 4.00 -0.57 0.26  -0.046
C 2.84 -0.77 -0.45  -0.211
N 1.63 -0.87 0.13  -0.075
C 1.56 -0.84 1.46  -0.070
H 4.81 -0.24 2.22  0.131
H 4.93 -0.45 -0.28  0.081
H 2.87 -0.83 -1.53  -0.036
H 0.60 -1.00 1.92  0.123
Se 4.77 -0.06 -3.46  -0.134
Sb 4.80 2.25 -2.93  -0.234
Se 1.29 1.69 -1.87  0.249
Se 5.39 2.91 -0.72  -0.202
Se 4.35 3.88 -4.58  -0.188



Formula: C9H12O4
Source: the OMol25 dataset
Level of theory: ωB97M-V/def2-TZVPD

Output
**SMILES**: COc1cc([C@@H](O)CO)ccc1O
**Total energy**: -650.96505 Ha
**LUMO level**: 0.58 eV
**Relative energy (zero: lowest compared OMol25 entry of this formula, charge and spin)**: 85.3 kcal/mol
**Molar mass**: 184.191 g mol⁻¹
**Charge**: 0

Last column: Löwdin charge in e.
Positions of all 25 atoms, in Å:
C 2.24 0.93 2.46  0.032
O 1.32 1.91 1.73  -0.149
C 0.87 1.28 0.63  -0.280
C -0.46 0.80 0.63  0.051
C -0.86 -0.12 -0.32  -0.161
C -2.26 -0.62 -0.43  -0.319
O -2.50 -0.53 -1.87  -0.022
C -2.45 -1.95 0.18  -0.237
O -1.68 -2.99 -0.34  0.008
C 0.14 -0.46 -1.35  0.005
C 1.40 -0.03 -1.19  -0.058
C 1.84 0.82 -0.27  -0.355
O 2.93 1.60 -0.30  0.082
H 2.62 1.84 3.05  0.136
H 2.82 0.31 1.77  0.103
H 1.47 0.48 3.03  0.076
H -1.21 1.37 1.36  0.169
H -2.90 0.11 0.14  0.155
H -3.08 -1.25 -2.09  0.074
H -3.49 -2.35 0.20  0.137
H -2.24 -1.83 1.26  0.139
H -2.27 -3.51 -0.75  0.031
H -0.02 -1.07 -2.26  0.130
H 2.07 0.10 -2.10  0.153
H 2.92 1.89 0.64  0.101



Formula: C33H108O41P8
Source: the OMol25 dataset
Level of theory: ωB97M-V/def2-TZVPD

Output
**Total energy**: -7138.09566 Ha
**LUMO level**: 0.10 eV
**Molar mass**: 1408.978 g mol⁻¹
**Charge**: 0

Last column: Löwdin charge in e.
Positions of all 190 atoms, in Å:
C 0.27 6.59 0.11  -0.142
O -0.40 5.37 -0.30  -0.127
H -0.22 7.30 0.76  0.070
H 1.21 6.39 0.63  0.055
H 0.40 7.29 -0.72  0.078
H -1.02 5.28 0.43  0.008
C 1.42 1.36 -4.14  -0.139
O 2.05 2.45 -3.45  -0.147
H 2.09 0.80 -4.78  0.065
H 0.74 0.77 -3.51  0.079
H 0.87 1.93 -4.89  0.075
H 2.44 3.06 -4.08  0.070
C -3.86 5.00 1.66  -0.122
O -2.61 5.54 1.28  -0.125
H -4.67 5.47 1.10  0.084
H -3.78 3.92 1.56  0.073
H -4.06 5.21 2.71  0.086
H -2.79 6.48 1.30  0.091
C 4.41 2.46 4.70  -0.174
O 3.39 2.49 5.65  -0.098
H 5.43 2.44 5.09  0.082
H 4.49 1.55 4.09  0.055
H 4.28 3.28 4.00  0.059
H 2.54 2.26 5.26  0.033
C -0.46 2.68 3.86  -0.156
O 0.71 2.15 4.40  -0.103
H -1.25 1.99 3.53  0.066
H -0.86 3.37 4.60  0.084
H -0.15 3.18 2.94  0.078
H 0.27 1.49 4.94  0.086
C -2.90 2.58 -1.58  -0.140
O -2.08 2.43 -0.48  -0.133
H -3.59 1.74 -1.57  0.074
H -3.42 3.53 -1.50  0.095
H -2.24 2.40 -2.43  0.091
H -1.53 3.21 -0.60  0.062
C 0.85 0.92 0.13  -0.190
O -0.16 0.02 -0.10  -0.100
H 1.07 1.64 -0.65  0.083
H 0.49 1.62 0.88  0.062
H 1.72 0.67 0.74  0.064
H -0.93 0.57 -0.28  0.040
C -0.71 -3.39 3.95  -0.127
O -1.38 -4.19 2.95  -0.143
H 0.38 -3.36 3.87  0.066
H -1.20 -2.42 3.94  0.072
H -1.03 -3.89 4.86  0.079
H -1.25 -5.11 3.21  0.063
C 3.45 4.67 1.29  -0.133
O 4.63 5.30 0.76  -0.139
H 3.07 5.50 1.90  0.080
H 2.83 4.53 0.41  0.073
H 3.68 3.76 1.84  0.056
H 5.17 4.66 0.29  0.058
C 3.68 -2.27 -1.34  -0.103
O 4.90 -1.58 -1.60  -0.275
P 6.08 -1.27 -0.42  0.542
O 6.55 -2.57 0.13  -0.245
O 7.14 -0.27 -1.16  -0.230
C 8.18 -0.82 -2.05  -0.067
O 5.29 -0.28 0.62  -0.224
C 4.82 0.98 0.26  -0.119
H 2.88 -1.65 -1.75  0.088
H 3.34 -2.16 -0.31  0.070
H 3.69 -3.29 -1.72  0.070
H 8.86 -0.04 -2.39  0.087
H 7.81 -1.27 -2.97  0.065
H 8.79 -1.54 -1.51  0.089
H 4.69 1.06 -0.82  0.090
H 5.46 1.78 0.63  0.090
H 3.87 1.17 0.76  0.071
C -7.67 3.94 1.35  -0.117
O -6.84 2.96 0.79  -0.222
P -6.34 1.71 1.69  0.551
O -6.12 2.01 3.18  -0.261
O -7.32 0.43 1.34  -0.263
C -8.28 -0.12 2.31  -0.043
O -4.97 1.35 0.89  -0.239
C -3.96 0.76 1.60  -0.158
H -8.29 4.56 0.71  0.097
H -6.99 4.73 1.68  0.071
H -8.08 3.58 2.30  0.087
H -8.45 0.48 3.20  0.083
H -7.93 -1.13 2.51  0.093
H -9.23 -0.19 1.78  0.084
H -3.38 1.55 2.07  0.080
H -3.36 0.30 0.82  0.091
H -4.19 0.04 2.38  0.092
C 2.65 -5.87 -0.74  -0.108
O 2.37 -6.31 -2.06  -0.215
P 1.29 -5.57 -3.01  0.555
O 1.69 -4.17 -3.47  -0.273
O 1.27 -6.60 -4.31  -0.210
C 0.35 -6.30 -5.31  -0.148
O -0.19 -5.76 -2.33  -0.200
C -0.39 -5.14 -1.08  -0.138
H 2.34 -4.83 -0.68  0.059
H 3.72 -5.91 -0.53  0.098
H 2.11 -6.49 -0.02  0.091
H 0.87 -6.58 -6.23  0.095
H 0.10 -5.25 -5.43  0.066
H -0.64 -6.77 -5.26  0.094
H -0.20 -5.83 -0.27  0.090
H -1.41 -4.78 -1.02  0.088
H 0.19 -4.23 -0.92  0.076
C -6.88 2.41 7.03  -0.094
O -5.55 2.79 6.64  -0.239
P -4.34 1.93 7.26  0.505
O -4.72 0.71 8.06  -0.241
O -3.68 3.13 8.07  -0.213
C -2.98 4.20 7.42  -0.077
O -3.46 1.79 5.84  -0.234
C -3.71 0.73 5.07  -0.193
H -6.86 2.44 8.12  0.087
H -7.20 1.39 6.78  0.080
H -7.57 3.02 6.45  0.087
H -3.57 5.11 7.52  0.091
H -2.88 4.02 6.35  0.069
H -2.02 4.29 7.92  0.095
H -3.73 -0.21 5.63  0.096
H -2.82 0.59 4.46  0.071
H -4.59 0.94 4.47  0.063
C 5.82 -3.70 3.38  -0.052
O 5.07 -3.18 4.52  -0.257
P 4.97 -1.62 4.79  0.431
O 4.32 -1.26 6.07  -0.223
O 4.20 -1.07 3.46  -0.227
C 2.96 -1.63 3.13  -0.130
O 6.50 -1.17 4.59  -0.237
C 7.50 -1.29 5.56  -0.101
H 6.44 -4.56 3.62  0.096
H 6.29 -2.90 2.82  0.072
H 4.89 -3.95 2.87  0.082
H 3.04 -2.66 3.46  0.071
H 2.73 -1.76 2.08  0.078
H 2.10 -1.13 3.57  0.091
H 8.38 -0.72 5.28  0.089
H 7.84 -2.32 5.51  0.091
H 7.13 -0.94 6.52  0.096
C -1.65 -2.04 -2.41  -0.085
O -1.40 -1.72 -3.78  -0.212
P -2.08 -2.42 -5.07  0.456
O -2.92 -3.62 -4.73  -0.244
O -2.75 -1.14 -5.77  -0.217
C -3.15 -1.25 -7.10  -0.135
O -0.80 -2.76 -6.02  -0.228
C 0.12 -1.69 -6.33  -0.085
H -0.72 -2.26 -1.90  0.075
H -2.23 -2.95 -2.28  0.073
H -2.18 -1.29 -1.83  0.074
H -4.10 -0.75 -7.24  0.086
H -3.22 -2.25 -7.53  0.103
H -2.61 -0.60 -7.79  0.089
H 1.02 -2.09 -5.87  0.090
H -0.09 -0.79 -5.75  0.065
H 0.27 -1.30 -7.34  0.094
C -5.49 -1.20 -0.65  -0.148
O -6.59 -1.74 -1.28  -0.209
P -7.40 -0.96 -2.49  0.514
O -8.55 -1.68 -3.10  -0.236
O -7.69 0.52 -1.89  -0.210
C -8.96 0.93 -1.57  -0.128
O -6.18 -0.73 -3.51  -0.196
C -5.75 -1.77 -4.31  -0.138
H -5.77 -1.15 0.40  0.079
H -5.28 -0.18 -0.95  0.071
H -4.60 -1.77 -0.91  0.091
H -8.86 1.21 -0.52  0.067
H -9.72 0.16 -1.76  0.091
H -9.21 1.86 -2.08  0.094
H -5.76 -1.70 -5.40  0.086
H -4.68 -1.92 -4.19  0.055
H -6.29 -2.71 -4.22  0.099
C 5.39 0.76 -4.32  -0.093
O 5.65 0.27 -5.64  -0.256
P 6.89 -0.76 -6.15  0.554
O 6.85 -0.96 -7.62  -0.241
O 8.24 -0.01 -5.59  -0.228
C 9.52 -0.44 -5.82  -0.146
O 6.55 -2.09 -5.23  -0.252
C 5.26 -2.62 -5.08  -0.102
H 5.68 1.81 -4.29  0.092
H 6.17 0.29 -3.72  0.054
H 4.44 0.58 -3.83  0.079
H 9.66 -1.30 -6.47  0.095
H 10.02 -0.67 -4.88  0.085
H 9.98 0.40 -6.34  0.098
H 5.00 -2.67 -4.02  0.073
H 5.41 -3.65 -5.41  0.096
H 4.43 -2.13 -5.60  0.095



Formula: CHN5O
Source: the OMol25 dataset
Level of theory: ωB97M-V/def2-TZVPD

Output
**SMILES**: N=C=N/N=N\N=O
**Total energy**: -387.49561 Ha
**LUMO level (spin up / spin down)**: -1.73 / -1.74 eV
**Relative energy (zero: lowest compared OMol25 entry of this formula, charge and spin)**: 197.3 kcal/mol
**Molar mass**: 99.053 g mol⁻¹
**Charge**: 0

Last column: Löwdin charge in e.
Positions of all 8 atoms, in Å:
N -1.90 -0.51 0.18  0.235
C -0.72 -0.49 -0.08  -0.285
N 0.34 -1.15 -0.32  0.077
N 1.54 -0.88 0.00  0.010
N 1.93 0.27 0.50  -0.026
N 1.27 1.25 0.04  -0.085
O 0.10 1.27 -0.36  -0.023
H -2.56 0.23 0.05  0.096



Formula: C4H4Cl2IrO4Sc
Source: the OMol25 dataset
Level of theory: ωB97M-V/def2-TZVPD

Output
**2S+1**: 5
**Total energy**: -2239.05333 Ha
**LUMO level (spin up / spin down)**: -17.56 / -21.93 eV
**Relative energy (zero: lowest compared OMol25 entry of this formula, charge and spin)**: 124.0 kcal/mol
**Molar mass**: 424.151 g mol⁻¹
**Charge**: +4

Last column: Löwdin spin population.
Positions of all 16 atoms, in Å:
Sc -0.32 -0.72 -2.31  0.018
Ir -0.08 -0.26 1.89  2.414
Cl -2.08 0.67 -1.91  0.882
Cl 1.40 -1.34 -0.98  0.132
C -0.26 -2.06 1.78  0.074
C 0.23 0.21 -4.40  0.029
C -0.04 -1.46 -4.47  0.029
O -0.52 -3.22 1.76  0.070
O 0.02 0.87 -5.38  0.008
O 0.36 -2.07 -5.42  0.018
C 0.16 1.43 3.59  0.128
O 0.07 1.63 2.19  0.126
H -0.71 1.85 4.11  0.012
H 1.09 1.78 4.02  0.007
H 0.11 0.31 3.75  0.046
H 0.57 2.38 1.79  0.008



- molar mass of number 5 (C9H12O4)?
  184.191 g mol⁻¹